Formula: C12H48O12
Source: the Open Molecules 2025 dataset
Level of theory: ωB97M-V/def2-TZVPD

ORCA input file:
```
! wB97M-V def2-TZVPD RIJCOSX def2/J DEFGRID3
* xyz 0 1
C 9.0761 -3.1318 0.3427
O 9.2921 -4.4737 -0.0264
H 9.7273 -2.5096 -0.2712
H 8.0523 -2.7924 0.1851
H 9.2943 -2.9090 1.3871
H 9.9406 -4.4552 -0.7340
C -6.3763 4.6260 2.7732
O -6.1333 3.5334 1.9155
H -5.4285 5.0544 3.0992
H -6.8980 5.3825 2.1870
H -6.9931 4.3323 3.6226
H -6.9075 2.9666 1.9447
C -4.4575 -7.2597 -0.6907
O -4.0249 -8.4092 0.0264
H -5.4583 -7.3255 -1.1175
H -4.4828 -6.3565 -0.0810
H -3.8184 -7.0959 -1.5584
H -3.8037 -9.1397 -0.5559
C -0.6174 -0.0424 -0.6002
O 0.5876 -0.7634 -0.5926
H -1.4834 -0.7005 -0.6707
H -0.7132 0.6437 0.2413
H -0.5940 0.6084 -1.4743
H 0.8887 -0.9247 0.3046
C -5.8768 5.8230 -4.1839
O -4.8366 5.2476 -3.4070
H -6.6927 5.1303 -4.3902
H -6.3442 6.6362 -3.6288
H -5.5153 6.1516 -5.1583
H -5.2773 4.6835 -2.7674
C 4.1353 -2.3225 -5.4824
O 4.5139 -1.3249 -4.5989
H 3.9429 -3.2462 -4.9366
H 3.1705 -2.0012 -5.8751
H 4.8713 -2.5052 -6.2654
H 3.8002 -1.1958 -3.9699
C 1.5773 4.9672 3.9416
O 1.0903 5.9703 4.8146
H 2.4711 5.1943 3.3604
H 1.6389 4.0503 4.5278
H 0.7742 4.8044 3.2228
H 1.6754 6.0377 5.5726
C 1.2293 8.3119 -2.8539
O 0.4738 7.5086 -3.6968
H 1.9526 8.8962 -3.4229
H 0.6555 8.9466 -2.1786
H 1.7307 7.6262 -2.1709
H -0.2216 7.0233 -3.2468
C -3.8201 -1.4909 -6.2011
O -4.0704 -2.0929 -7.5048
H -3.2806 -2.1913 -5.5635
H -3.2108 -0.5882 -6.2446
H -4.7461 -1.1847 -5.7145
H -3.1816 -2.3340 -7.7758
C 4.1196 -1.5409 5.0170
O 2.7790 -1.5724 4.5953
H 4.3052 -1.0150 5.9535
H 4.5697 -2.5260 5.1405
H 4.6925 -1.0175 4.2514
H 2.1521 -1.4840 5.3170
C -3.3489 0.4254 6.7162
O -2.2629 -0.1204 7.3883
H -3.6029 0.0553 5.7229
H -4.2808 0.3587 7.2777
H -3.2656 1.5098 6.6439
H -2.4335 -0.1474 8.3327
C 3.9021 -6.9628 0.6376
O 4.9695 -7.8873 0.5298
H 2.9689 -7.5194 0.7233
H 3.9549 -6.3799 1.5571
H 3.7460 -6.2543 -0.1760
H 5.7372 -7.3111 0.5136
*
```

Properties
Gap between HOMO and LUMO = 10.251 eV
LUMO = 0.192 eV
SMILES = CO.CO.CO.CO.CO.CO.CO.CO.CO.CO.CO.CO